Record 1
{
  "formula": "C5H15NO",
  "method": "ωB97M-V/def2-TZVPD",
  "elements": ["C", "C", "C", "N", "C", "C", "H", "H", "H", "H", "H", "H", "H", "H", "H", "H", "H", "H", "H", "O", "H", "H"],
  "positions_angstrom": [[-0.881, -1.557, 0.044], [-1.250, -0.051, -0.131], [-2.412, 0.358, 0.760], [-0.147, 0.878, -0.091], [0.765, 0.728, -1.215], [0.448, 1.126, 1.207], [-1.259, -2.157, -0.770], [-1.298, -1.943, 0.977], [0.206, -1.640, 0.069], [-1.585, 0.020, -1.171], [-3.335, -0.081, 0.379], [-2.286, 0.077, 1.779], [-2.525, 1.442, 0.732], [0.344, 0.943, -2.198], [1.560, 1.430, -0.950], [1.219, -0.266, -1.319], [1.224, 1.879, 1.125], [0.721, 0.186, 1.703], [-0.361, 1.557, 1.801], [3.425, -1.253, -0.728], [3.707, -0.409, -0.361], [3.720, -1.266, -1.643]],
  "homo_ha": -0.28967,
  "de_lowest_kcal_mol": 29.10,
  "smiles": "CC(C)N(C)C.O",
  "lumo_ev": 0.7757
}


Record 2
{
  "formula": "C3H7N2O2",
  "method": "ωB97M-V/def2-TZVPD",
  "elements": ["C", "C", "C", "N", "N", "O", "O", "H", "H", "H", "H", "H", "H", "H"],
  "positions_angstrom": [[1.977, 0.184, -0.360], [-1.920, -0.154, 0.068], [1.372, -0.849, 0.114], [-2.645, -1.240, 0.101], [-1.276, 0.853, -0.021], [1.784, 1.360, 0.416], [-0.748, 1.964, -0.104], [2.400, 0.032, -1.388], [1.232, -1.869, -0.279], [1.004, -0.674, 1.124], [-2.853, -1.904, -0.690], [-3.312, -1.449, 0.840], [2.636, 1.784, 0.358], [0.348, 1.962, -0.179]],
  "homo_ha": -0.51255,
  "total_charge": 1,
  "de_lowest_kcal_mol": 116.81,
  "lumo_ev": -3.3672
}


Record 3
{
  "formula": "C21H34N4O6S",
  "method": "ωB97M-V/def2-TZVPD",
  "elements": ["C", "N", "C", "O", "C", "C", "C", "C", "N", "S", "C", "O", "O", "C", "C", "H", "H", "H", "H", "H", "H", "H", "H", "H", "H", "H", "H", "H", "H", "H", "H", "H", "H", "C", "N", "C", "O", "C", "C", "C", "C", "C", "C", "O", "C", "C", "N", "C", "C", "O", "H", "H", "H", "H", "H", "H", "H", "H", "H", "H", "H", "H", "H", "H", "H", "H"],
  "positions_angstrom": [[0.950, 2.579, -4.666], [1.223, 1.728, -3.514], [0.938, 0.375, -3.495], [0.359, -0.126, -4.448], [1.405, -0.473, -2.310], [0.752, -1.876, -2.279], [1.263, -2.672, -1.073], [2.791, -2.735, -1.049], [3.325, -1.365, -1.126], [4.970, -1.181, -0.600], [4.889, -1.440, 1.173], [5.807, -2.206, -1.233], [5.420, 0.190, -0.876], [2.942, -0.558, -2.301], [3.533, -1.136, -3.603], [1.197, 3.620, -4.434], [-0.109, 2.528, -4.943], [1.552, 2.261, -5.523], [1.755, 2.105, -2.736], [1.095, 0.050, -1.402], [0.977, -2.423, -3.199], [-0.336, -1.777, -2.217], [0.911, -2.196, -0.152], [0.854, -3.687, -1.102], [3.108, -3.229, -0.127], [3.159, -3.340, -1.885], [4.630, -2.476, 1.384], [5.866, -1.217, 1.604], [4.140, -0.773, 1.599], [3.332, 0.461, -2.190], [3.136, -2.129, -3.822], [4.621, -1.213, -3.527], [3.306, -0.485, -4.452], [-3.181, -0.829, 6.630], [-3.078, -0.701, 5.179], [-2.074, -0.096, 4.533], [-1.143, 0.437, 5.130], [-2.188, -0.030, 2.995], [-0.856, 0.258, 2.268], [-1.026, 0.763, 0.842], [-0.677, 2.094, 0.535], [-0.972, 2.633, -0.730], [-1.629, 1.841, -1.696], [-1.970, 2.372, -2.896], [-1.953, 0.501, -1.402], [-1.652, -0.038, -0.135], [-3.203, 0.950, 2.586], [-4.515, 0.738, 2.645], [-5.407, 1.844, 2.134], [-5.004, -0.296, 3.084], [-4.173, -1.191, 6.903], [-2.426, -1.530, 6.992], [-3.011, 0.143, 7.099], [-3.868, -0.997, 4.613], [-2.526, -1.011, 2.659], [-0.301, 1.011, 2.827], [-0.252, -0.651, 2.259], [-0.212, 2.717, 1.288], [-0.726, 3.660, -0.951], [-1.601, 3.245, -3.029], [-2.453, -0.095, -2.152], [-1.939, -1.053, 0.099], [-2.877, 1.811, 2.176], [-5.306, 2.714, 2.778], [-6.440, 1.498, 2.147], [-5.123, 2.099, 1.114]],
  "homo_ha": -0.32689,
  "smiles": "CNC(=O)[C@H]1CCCN(S(C)(=O)=O)[C@H]1C.CNC(=O)[C@H](Cc1ccc(O)cc1)NC(C)=O",
  "lumo_ev": 0.3250
}


Record 4
{
  "formula": "C6H13N2",
  "method": "ωB97M-V/def2-TZVPD",
  "elements": ["C", "C", "N", "C", "C", "C", "N", "C", "H", "H", "H", "H", "H", "H", "H", "H", "H", "H", "H", "H", "H"],
  "positions_angstrom": [[-1.422, 0.534, 1.583], [-1.059, -0.421, 0.431], [-0.985, -0.056, -0.820], [-0.952, -1.199, -1.791], [-0.199, 1.071, -1.186], [1.179, 0.864, -0.554], [1.214, 0.104, 0.449], [2.195, -0.305, 1.343], [-2.509, 0.457, 1.531], [-1.156, 1.552, 1.480], [-0.849, 0.008, 2.517], [-1.095, -1.597, 0.539], [-0.048, -1.719, -1.618], [-1.961, -1.764, -1.697], [-0.926, -0.879, -2.865], [-0.425, 2.043, -0.733], [-0.296, 1.173, -2.381], [1.974, 1.500, -1.027], [1.567, -0.464, 2.232], [3.062, 0.397, 1.455], [2.691, -1.299, 1.109]],
  "homo_ha": -0.51667,
  "total_charge": 1,
  "de_lowest_kcal_mol": 67.69,
  "smiles": "C/C=[N+](/C)C/C=N/C",
  "lumo_ev": -3.6389
}


Record 5
{
  "formula": "C35H48N7OPS",
  "method": "ωB97M-V/def2-TZVPD",
  "elements": ["N", "C", "C", "C", "C", "P", "S", "C", "O", "N", "C", "C", "C", "C", "C", "C", "C", "C", "C", "C", "H", "H", "H", "H", "H", "H", "H", "H", "H", "H", "H", "H", "H", "H", "H", "H", "H", "H", "H", "H", "H", "H", "H", "C", "C", "C", "N", "C", "H", "H", "H", "H", "H", "C", "C", "C", "N", "C", "H", "H", "H", "H", "H", "C", "C", "C", "N", "C", "H", "H", "H", "H", "H", "C", "C", "C", "N", "C", "H", "H", "H", "H", "H", "C", "C", "C", "N", "C", "H", "H", "H", "H", "H"],
  "positions_angstrom": [[-4.350, -0.729, -1.565], [-3.228, -1.659, -1.644], [-2.609, -2.067, -0.281], [-1.094, -2.221, -0.419], [-0.264, -2.275, 0.891], [1.507, -2.169, 0.354], [2.686, -3.619, 0.889], [-0.567, -3.560, 1.678], [-0.317, -4.665, 1.338], [-1.253, -3.267, 2.885], [-1.635, -1.847, 2.812], [-0.560, -1.207, 1.967], [-0.765, 0.246, 1.524], [-0.100, 1.260, 2.491], [1.106, 1.897, 1.846], [0.922, 2.908, 0.898], [2.021, 3.467, 0.258], [3.299, 3.017, 0.570], [3.495, 2.026, 1.525], [2.393, 1.466, 2.168], [-5.200, -1.183, -1.269], [-4.126, 0.037, -0.948], [-3.555, -2.543, -2.182], [-2.459, -1.183, -2.249], [-2.891, -1.301, 0.427], [-3.015, -3.043, -0.024], [-0.901, -3.161, -0.934], [-0.703, -1.414, -1.033], [1.436, -2.089, -1.044], [1.952, -0.892, 0.738], [-0.625, -3.419, 3.668], [-1.766, -1.334, 3.761], [-2.601, -1.816, 2.322], [0.356, -1.196, 2.570], [-1.817, 0.492, 1.396], [-0.310, 0.351, 0.541], [-0.818, 2.037, 2.736], [0.204, 0.768, 3.409], [-0.084, 3.228, 0.674], [1.866, 4.247, -0.469], [4.154, 3.449, 0.071], [4.486, 1.679, 1.771], [2.496, 0.685, 2.905], [-3.083, -6.283, 1.197], [-4.056, -6.339, 0.160], [-4.379, -7.656, -0.030], [-3.640, -8.397, 0.850], [-2.850, -7.568, 1.602], [-2.612, -5.405, 1.598], [-4.471, -5.507, -0.385], [-5.066, -8.127, -0.712], [-3.668, -9.395, 0.930], [-2.190, -7.962, 2.355], [4.553, -8.332, 2.376], [3.690, -9.165, 1.614], [2.863, -8.342, 0.894], [3.192, -7.051, 1.192], [4.220, -7.033, 2.091], [5.329, -8.649, 3.053], [3.677, -10.242, 1.596], [2.071, -8.565, 0.200], [2.746, -6.234, 0.811], [4.624, -6.102, 2.449], [-3.798, 3.793, 2.121], [-4.376, 2.588, 2.605], [-4.974, 2.872, 3.803], [-4.778, 4.201, 4.060], [-4.064, 4.770, 3.042], [-3.252, 3.928, 1.201], [-4.357, 1.622, 2.126], [-5.518, 2.248, 4.489], [-5.107, 4.685, 4.874], [-3.810, 5.816, 3.059], [1.216, 7.440, -4.097], [0.090, 8.108, -3.542], [-0.465, 7.269, -2.614], [0.281, 6.122, -2.588], [1.309, 6.219, -3.486], [1.884, 7.817, -4.853], [-0.269, 9.091, -3.795], [-1.321, 7.389, -1.973], [0.101, 5.330, -2.000], [2.015, 5.417, -3.611], [5.980, 6.248, -5.202], [6.088, 7.343, -6.103], [4.908, 7.422, -6.792], [4.093, 6.418, -6.345], [4.738, 5.700, -5.375], [6.728, 5.905, -4.508], [6.935, 7.996, -6.228], [4.580, 8.102, -7.559], [3.165, 6.235, -6.678], [4.260, 4.864, -4.894]],
  "homo_ha": -0.28314,
  "smiles": "NCCC[C@]1([PH2]=S)C(=O)NC[C@@H]1CCc1ccccc1.c1cc[nH]c1.c1cc[nH]c1.c1cc[nH]c1.c1cc[nH]c1.c1cc[nH]c1",
  "lumo_ev": 0.1722
}


Record 6
{
  "formula": "BF4Sn",
  "method": "ωB97M-V/def2-TZVPD",
  "elements": ["Sn", "B", "F", "F", "F", "F"],
  "positions_angstrom": [[-2.173, 1.500, 2.072], [0.465, -0.303, -0.436], [1.680, -0.807, -0.030], [-0.411, -1.371, -0.689], [-0.127, 0.487, 0.630], [0.565, 0.494, -1.548]],
  "homo_ha": -0.53907,
  "total_charge": 1,
  "de_lowest_kcal_mol": 69.27,
  "lumo_ev": -10.1428
}


- Which formula does entry 2 have?
  C3H7N2O2


- Which formula does entry 3 have?
  C21H34N4O6S